{
  "formula": "C29H46BrCuNOP2",
  "method": "ωB97M-V with the def2-TZVPD basis set",
  "species": ["C", "C", "C", "C", "N", "C", "C", "C", "C", "C", "C", "C", "C", "C", "Cu", "P", "H", "H", "H", "H", "H", "H", "H", "H", "C", "C", "H", "H", "H", "H", "H", "C", "C", "H", "H", "H", "H", "H", "C", "C", "H", "H", "H", "H", "H", "Br", "P", "C", "C", "H", "H", "H", "H", "H", "C", "C", "H", "H", "H", "H", "H", "C", "C", "H", "H", "H", "H", "H", "C", "C", "C", "O", "C", "H", "H", "H", "H", "H", "H", "H", "H"],
  "xyz": [[-5.72534, -0.05465, 1.33577], [-4.86106, -1.07868, 0.92281], [-5.43573, -2.17434, 0.24728], [-6.79144, -2.11023, -0.12147], [-7.58229, -1.08476, 0.20401], [-7.06365, -0.07998, 0.91398], [-3.44040, -0.98794, 1.18551], [-2.29216, -1.06035, 1.60648], [-0.96122, -1.15403, 2.14158], [0.14300, -0.41108, 1.59237], [1.49022, -0.71607, 1.88701], [1.69875, -1.63238, 2.89522], [0.65733, -2.11366, 3.67073], [-0.67587, -1.88456, 3.30138], [1.54996, -0.69242, -0.03297], [-0.32580, 0.28157, -1.28676], [-4.84013, -3.05812, 0.02162], [-5.33935, 0.75571, 1.95180], [-7.22812, -2.92883, -0.69280], [-7.71818, 0.75312, 1.17236], [-1.47792, -2.27602, 3.92766], [-0.09523, 0.58568, 1.24679], [0.93291, -2.69060, 4.54172], [2.41894, -0.30080, 1.38759], [0.28808, 1.07358, -2.81610], [-0.70517, 1.09628, -3.97570], [1.20153, 0.52155, -3.09946], [0.60978, 2.09118, -2.52994], [-0.17779, 1.46517, -4.86698], [-1.08974, 0.09011, -4.20449], [-1.55376, 1.76438, -3.76325], [-1.57300, -1.06169, -1.65249], [-2.99958, -0.68434, -2.02973], [-1.61601, -1.61754, -0.70808], [-1.12013, -1.72594, -2.40591], [-3.48042, -1.60381, -2.38508], [-3.56647, -0.36660, -1.14933], [-3.06915, 0.09355, -2.79798], [-1.36397, 1.51191, -0.37764], [-2.16043, 2.49710, -1.20476], [-0.70181, 2.08199, 0.28475], [-2.01449, 0.90181, 0.26541], [-2.56877, 3.24657, -0.51716], [-1.53547, 3.01075, -1.94239], [-2.99154, 1.99786, -1.70898], [3.50363, -2.20741, 3.15384], [1.78976, -2.13413, -1.64623], [1.21514, -2.46302, -3.32336], [2.24269, -3.13075, -4.22697], [0.88388, -1.50840, -3.75648], [0.32116, -3.10002, -3.23901], [1.83053, -3.17014, -5.24136], [3.18523, -2.57997, -4.26897], [2.45995, -4.15032, -3.89081], [3.60094, -1.89614, -1.60363], [4.38338, -3.00864, -0.92918], [3.78027, -0.94834, -1.06109], [3.92559, -1.73104, -2.63747], [5.39539, -2.64010, -0.71558], [3.93831, -3.32886, 0.02080], [4.43549, -3.89036, -1.57473], [1.19485, -3.53711, -0.63722], [1.33426, -4.88975, -1.29826], [0.13087, -3.33267, -0.43860], [1.70107, -3.49749, 0.33806], [1.03598, -5.65495, -0.57453], [0.69046, -4.99367, -2.17484], [2.36088, -5.07201, -1.62326], [2.26711, 4.31804, 2.47518], [2.89158, 4.37636, 1.05739], [2.02927, 3.38297, 0.25384], [1.44483, 2.43865, 1.16891], [1.37908, 3.05959, 2.44716], [3.01352, 4.24586, 3.27988], [1.62641, 5.19318, 2.65433], [3.91947, 3.99353, 1.11557], [2.87226, 5.38766, 0.63819], [1.25291, 3.95081, -0.30138], [2.62000, 2.81178, -0.47964], [1.72893, 2.33773, 3.20025], [0.34189, 3.35238, 2.68592]],
  "forces_ev_per_a": [[0.1, 0.1, -0.4], [-0.7, -0.1, -0.2], [-0.1, 0.3, -0.1], [0.7, 0.1, 0.6], [0.2, 0.2, -0.2], [0.6, -0.4, 0.3], [1.1, -0.9, 1.5], [-1.4, 0.5, -0.2], [1.0, 0.5, 0.3], [-0.8, 0.5, 0.9], [-0.8, -0.1, 1.4], [1.0, -0.8, 0.1], [0.1, 0.1, -0.1], [0.3, -0.3, -0.1], [-1.7, 0.5, -2.5], [-1.2, 0.2, -0.4], [-0.1, 0.3, -0.1], [-0.2, 0.0, -0.3], [0.0, 0.2, 0.2], [0.0, -0.3, -0.1], [0.2, 0.0, -0.3], [0.1, -0.2, -0.5], [-0.3, -0.1, 0.1], [-0.2, 0.7, 1.2], [0.4, -0.1, 0.1], [-0.1, 0.1, -0.3], [-0.3, 0.3, 0.1], [-0.1, -0.4, -0.1], [-0.3, -0.1, 0.2], [0.1, 0.4, 0.1], [0.3, -0.3, -0.2], [1.1, -0.1, 0.0], [-0.2, 0.1, -0.1], [0.1, -0.1, -0.2], [-0.2, 0.2, 0.2], [0.0, 0.3, -0.1], [0.2, 0.1, -0.3], [0.0, -0.3, 0.1], [0.6, -0.1, 0.6], [-0.3, 0.1, -0.3], [0.1, -0.1, -0.1], [0.1, 0.2, -0.2], [0.0, -0.1, -0.2], [-0.2, 0.0, 0.2], [0.1, 0.3, 0.0], [-0.5, 0.1, 0.1], [0.1, -0.6, 0.2], [-0.5, 0.4, -0.5], [0.1, -0.2, -0.2], [0.1, -0.3, 0.0], [0.2, 0.2, 0.0], [0.2, -0.1, 0.2], [-0.2, -0.1, -0.1], [0.0, 0.2, -0.1], [0.2, 0.2, 0.1], [0.3, -0.3, 0.1], [0.0, -0.3, -0.3], [0.1, 0.1, 0.2], [-0.2, -0.3, -0.1], [0.1, 0.2, -0.1], [0.2, 0.1, 0.1], [-0.1, 0.2, 0.2], [0.1, -0.6, 0.0], [0.2, 0.1, 0.0], [-0.1, 0.0, -0.2], [0.1, 0.0, -0.2], [0.0, 0.0, 0.1], [-0.1, -0.2, 0.2], [-0.3, 0.1, -0.3], [0.1, -0.8, 0.5], [0.1, 0.5, -0.6], [0.5, 0.4, -0.5], [-0.2, 0.1, 1.3], [-0.2, 0.2, -0.4], [0.4, -0.2, 0.0], [-0.2, 0.3, -0.2], [0.1, -0.3, 0.0], [0.1, -0.4, 0.3], [-0.2, 0.2, 0.2], [-0.3, 0.0, -0.2], [0.2, -0.3, -0.1]],
  "orbital_gap_ev": [8.07, 5.49],
  "s2": 0.76,
  "multiplicity": 2,
  "charge": 2,
  "lumo_ev": [-5.96, -8.54],
  "homo_energy_ev": [-14.0, -14.0],
  "largest_force_ha_per_bohr": 0.059
}

{
  "formula": "C29H46BrN3O2S",
  "method": "ωB97M-V with the def2-TZVPD basis set",
  "species": ["C", "C", "O", "C", "C", "C", "C", "C", "C", "C", "N", "C", "C", "C", "C", "C", "O", "C", "C", "Br", "C", "S", "H", "H", "H", "H", "H", "H", "H", "H", "H", "H", "H", "H", "H", "H", "H", "H", "C", "C", "N", "C", "C", "C", "C", "H", "H", "H", "H", "H", "H", "H", "H", "H", "H", "H", "H", "H", "H", "H", "C", "C", "N", "C", "C", "C", "C", "H", "H", "H", "H", "H", "H", "H", "H", "H", "H", "H", "H", "H", "H", "H"],
  "xyz": [[-1.56606, 4.26499, 2.47806], [-0.40635, 4.23618, 1.47508], [0.74022, 3.54814, 1.97932], [-0.72715, 3.64429, 0.10144], [-1.08624, 2.17945, 0.08673], [-2.32801, 1.69392, 0.49989], [-2.61029, 0.33658, 0.47398], [-1.66643, -0.56952, 0.00746], [-0.41832, -0.10614, -0.40148], [-0.14307, 1.25518, -0.35248], [0.54507, -1.01466, -0.87433], [0.66603, -2.26853, -0.25917], [1.91891, -2.83948, -0.08267], [2.07158, -4.10583, 0.47570], [3.47131, -4.67704, 0.58367], [3.57347, -5.92853, 1.42529], [3.44702, -5.92433, 2.62479], [0.94098, -4.80103, 0.88418], [-0.31226, -4.21997, 0.72431], [-1.82071, -5.21081, 1.26816], [-0.47812, -2.96532, 0.15260], [-2.07839, -2.28143, -0.14972], [-1.34463, 3.66409, 3.36269], [-2.50077, 3.89955, 2.06157], [-1.74590, 5.28104, 2.82970], [-0.09172, 5.26972, 1.30597], [0.49533, 3.05834, 2.76751], [0.18437, 3.75974, -0.48945], [-1.49873, 4.23665, -0.39803], [-3.10927, 2.36591, 0.82844], [-3.57818, -0.02544, 0.79873], [0.83699, 1.60503, -0.65878], [1.44205, -0.57445, -1.01697], [2.81275, -2.30767, -0.39320], [3.87254, -4.87064, -0.41381], [4.12131, -3.93393, 1.05479], [3.81518, -6.87069, 0.89696], [1.00635, -5.77866, 1.34010], [7.86125, -4.07244, -3.75806], [6.82176, -3.03335, -3.36753], [6.65946, -2.90435, -1.92972], [5.48019, -2.15444, -1.54562], [5.40340, -0.66858, -1.91845], [7.87247, -2.61675, -1.18133], [8.66654, -1.35996, -1.55937], [7.64296, -5.03224, -3.28823], [7.85532, -4.21016, -4.83974], [8.87047, -3.77276, -3.47416], [5.85272, -3.33946, -3.77135], [7.07145, -2.07932, -3.85850], [5.35885, -2.25405, -0.46214], [4.61869, -2.66416, -1.99205], [6.05859, -0.05587, -1.30098], [4.38403, -0.30383, -1.76991], [5.65948, -0.49884, -2.96447], [8.53424, -3.48110, -1.27073], [7.59948, -2.56969, -0.12408], [8.79538, -1.27215, -2.63909], [9.66252, -1.40875, -1.11569], [8.19484, -0.44643, -1.20023], [-5.91879, 2.48147, -0.94321], [-6.24748, 2.38021, 0.53764], [-6.77419, 3.61236, 1.09397], [-6.80243, 3.62749, 2.54559], [-7.71966, 2.62992, 3.26313], [-7.94445, 4.15360, 0.42335], [-9.18489, 3.25777, 0.31041], [-5.25415, 3.32520, -1.13569], [-5.41592, 1.57041, -1.27055], [-6.81233, 2.59980, -1.55692], [-5.32508, 2.15480, 1.08166], [-6.91251, 1.51584, 0.69532], [-7.05971, 4.64159, 2.86327], [-5.77594, 3.45792, 2.88748], [-8.77024, 2.90505, 3.17923], [-7.47338, 2.60570, 4.32634], [-7.60001, 1.61704, 2.87701], [-7.64538, 4.45344, -0.58381], [-8.21177, 5.08181, 0.93428], [-8.92774, 2.24985, -0.01845], [-9.87256, 3.67525, -0.42743], [-9.72633, 3.17742, 1.25180]],
  "forces_ev_per_a": [[0.0, 0.1, 0.1], [0.0, -0.1, 0.1], [0.0, 0.1, 0.1], [0.0, -0.1, -0.2], [-0.1, -0.2, 0.1], [-0.1, 0.0, -0.1], [0.2, 0.0, -0.1], [0.0, 0.1, 0.0], [-0.2, 0.0, 0.0], [0.0, 0.0, 0.1], [0.0, 0.0, 0.2], [0.1, -0.2, 0.0], [0.1, -0.1, 0.0], [-0.2, 0.0, 0.0], [0.0, 0.0, 0.1], [0.1, 0.0, 0.4], [0.0, 0.0, -0.4], [0.0, 0.1, 0.0], [0.2, 0.1, -0.1], [-0.1, -0.1, 0.0], [0.0, 0.0, 0.0], [0.1, 0.0, 0.0], [0.0, -0.1, 0.0], [0.0, 0.0, 0.0], [0.0, 0.0, 0.0], [0.1, 0.0, -0.1], [0.0, -0.1, 0.0], [0.0, 0.1, 0.0], [-0.1, 0.0, 0.1], [0.1, 0.1, 0.0], [0.0, 0.0, 0.0], [0.0, 0.0, 0.0], [0.0, 0.0, -0.1], [-0.1, 0.1, 0.0], [0.0, 0.0, 0.0], [0.0, 0.0, 0.0], [-0.1, 0.0, 0.0], [0.0, 0.0, 0.0], [0.0, 0.0, 0.0], [0.0, 0.0, 0.0], [0.0, 0.0, 0.0], [-0.2, 0.0, 0.0], [0.0, 0.0, 0.0], [0.1, 0.0, 0.1], [0.0, 0.0, 0.0], [0.0, 0.0, 0.0], [0.0, 0.0, 0.0], [0.0, 0.0, 0.0], [0.0, 0.0, 0.0], [0.0, 0.0, 0.0], [0.0, 0.0, 0.0], [0.0, 0.0, 0.0], [0.0, 0.0, 0.0], [0.0, 0.0, 0.0], [0.0, 0.0, 0.0], [0.0, 0.0, 0.0], [0.0, 0.0, 0.0], [0.0, 0.0, 0.0], [0.0, 0.0, 0.0], [0.0, 0.0, 0.0], [0.0, 0.0, 0.0], [0.0, -0.1, 0.0], [0.0, 0.0, 0.0], [0.0, 0.0, 0.1], [0.0, 0.0, 0.0], [-0.1, 0.1, -0.1], [0.0, 0.0, 0.0], [0.0, 0.0, 0.0], [0.0, 0.0, 0.0], [0.0, 0.0, 0.0], [0.0, 0.0, 0.1], [0.0, 0.0, 0.0], [0.0, 0.0, 0.0], [0.0, 0.0, 0.0], [0.0, 0.0, 0.0], [0.0, 0.0, 0.0], [0.0, 0.0, 0.0], [0.0, 0.0, 0.0], [0.0, 0.0, 0.0], [0.0, 0.0, 0.0], [0.0, 0.0, 0.0], [0.0, 0.0, 0.0]],
  "orbital_gap_ev": 8.21,
  "multiplicity": 1,
  "charge": 0,
  "lumo_ev": 0.56,
  "homo_energy_ev": -7.6,
  "largest_force_ha_per_bohr": 0.008,
  "smiles": "C[C@@H](O)Cc1ccc2c(c1)Nc1cc(CC=O)cc(Br)c1S2.CCN(CC)CC.CCN(CC)CC"
}

{
  "formula": "C29H46ClIrN4O4",
  "method": "ωB97M-V with the def2-TZVPD basis set",
  "species": ["O", "C", "C", "C", "H", "C", "H", "C", "H", "C", "H", "C", "H", "H", "C", "C", "H", "H", "H", "C", "C", "H", "H", "H", "H", "Ir", "Cl", "C", "O", "N", "C", "C", "H", "H", "H", "H", "H", "H", "H", "H", "H", "C", "C", "N", "H", "C", "O", "H", "H", "H", "H", "H", "H", "C", "C", "N", "H", "C", "O", "H", "H", "H", "H", "C", "N", "C", "C", "C", "C", "C", "C", "C", "C", "H", "H", "H", "H", "H", "H", "H", "H", "H", "H", "H", "H"],
  "xyz": [[0.16296, 0.37385, -1.66288], [-0.46591, 0.34038, -2.89262], [-0.08202, 1.60448, -3.67604], [0.96562, 2.44249, -3.27949], [1.65015, 2.11294, -2.49209], [1.10257, 3.69845, -3.86535], [1.83667, 4.40577, -3.45707], [0.30473, 4.03798, -4.97386], [0.42792, 5.01775, -5.43938], [-0.59738, 3.10706, -5.50986], [-1.17076, 3.33408, -6.41465], [-0.77999, 1.88853, -4.85574], [-1.47328, 1.14108, -5.23367], [-0.08001, -0.53187, -3.45735], [-2.47159, -1.29435, -2.88898], [-1.99273, 0.10996, -2.78622], [-3.39700, -1.37525, -3.46930], [-2.68568, -1.67211, -1.86867], [-1.71038, -1.93713, -3.34890], [-2.80225, 1.16700, -2.60794], [-4.28103, 1.03128, -2.46748], [-2.38664, 2.17900, -2.53905], [-4.76523, 2.01540, -2.39624], [-4.52478, 0.48593, -1.53750], [-4.73907, 0.47280, -3.30169], [-0.55536, 0.25517, 0.24863], [-2.66640, -0.67712, 0.19744], [-0.57634, 0.47587, 3.20581], [-0.49486, -0.32730, 2.21981], [-0.73688, -0.01882, 4.42672], [-0.47355, -1.41981, 4.71299], [-1.25944, 0.81515, 5.49687], [-0.46974, 1.57102, 3.08945], [-0.01688, -1.89765, 3.84754], [-1.40521, -1.93289, 4.97770], [0.20376, -1.47772, 5.56942], [-1.37659, 1.83247, 5.11090], [-0.57008, 0.82801, 6.35002], [-2.24122, 0.43952, 5.83260], [5.37844, 1.27787, -1.17397], [4.95610, 2.15497, 0.85970], [4.33250, 1.40068, -1.48297], [3.85932, 2.12800, 0.84794], [3.45668, 1.32726, -0.30729], [4.04292, 0.61215, -2.18675], [2.43557, 0.46739, -0.25065], [1.53137, 0.52568, 0.63728], [3.47012, 1.67313, 1.76544], [2.44247, -0.28981, -1.05625], [4.23712, 2.36916, -2.00101], [3.48758, 3.15908, 0.76344], [0.05029, -4.88428, 0.99032], [1.85857, -5.36092, -0.96289], [-0.49228, -4.43194, 0.14519], [1.27241, -4.68129, -1.59686], [0.44132, -3.80440, -0.78436], [-1.18642, -3.67162, 0.51607], [0.62160, -2.48324, -0.71696], [-0.00360, -1.81273, 0.16074], [1.94505, -4.08590, -2.21398], [1.29605, -2.02475, -1.45851], [-1.04747, -5.22066, -0.37366], [0.65165, -5.29744, -2.25890], [-4.86600, 2.49892, 0.61481], [-3.93223, 1.71238, 1.40260], [-4.56307, 0.72113, 2.28319], [-2.87464, 2.47447, 2.01286], [-1.83015, 3.06788, 1.08655], [-1.76773, 4.46618, 0.94431], [-0.66904, 5.11999, 0.38226], [0.34640, 4.36096, -0.17564], [0.19649, 2.97251, -0.18310], [-0.84316, 2.31192, 0.43296], [-5.57393, 1.82595, 0.11514], [-4.30944, 3.07525, -0.14400], [-5.45217, 3.19260, 1.25106], [-3.80222, 0.05019, 2.70526], [-5.12296, 1.20410, 3.10346], [-5.27371, 0.12028, 1.70623], [-3.29464, 3.31736, 2.61090], [-2.38026, 1.79697, 2.72944], [-2.58508, 5.07657, 1.32962], [-0.57488, 6.20957, 0.37622], [1.23256, 4.79339, -0.63681], [0.96079, 2.40144, -0.67518]],
  "forces_ev_per_a": [[1.0, -0.4, -0.3], [-0.2, -0.1, -0.3], [0.0, -0.4, -0.5], [-0.3, -0.1, 0.1], [-0.5, 0.2, -0.2], [-0.1, 0.0, -0.6], [-0.3, -0.3, -0.3], [0.2, 0.0, 0.2], [-0.1, -0.3, 0.1], [0.3, 0.0, 0.2], [0.3, 0.0, 0.3], [0.2, 0.5, 0.1], [-0.1, 0.3, 0.1], [0.0, 0.1, -0.1], [-0.2, -0.5, 0.3], [0.5, 1.5, -0.5], [0.1, 0.0, 0.0], [0.1, 0.0, -0.7], [-0.1, 0.1, 0.0], [0.4, -0.6, -0.2], [-0.6, 0.0, 0.3], [0.0, -0.4, 0.0], [0.1, -0.3, -0.1], [0.1, 0.1, -0.3], [0.2, 0.2, 0.2], [-2.5, 2.1, -2.7], [-1.5, -1.1, 0.5], [0.4, -1.9, -1.7], [0.6, 0.9, 4.5], [0.0, 0.4, 0.4], [-0.3, -0.1, 0.1], [0.1, 0.1, 0.1], [-0.2, -0.5, 0.0], [-0.1, 0.1, 0.1], [0.1, 0.0, -0.1], [0.0, 0.0, 0.0], [0.0, -0.1, 0.2], [-0.1, 0.0, -0.1], [0.3, 0.1, -0.2], [-0.2, -0.1, -0.1], [-0.2, 0.0, 0.1], [-0.3, -0.1, 0.2], [-0.3, 0.2, -0.2], [0.8, 0.1, -0.1], [0.2, 0.2, 0.1], [-1.3, 0.1, 1.1], [4.0, -0.2, -0.7], [0.1, 0.1, -0.3], [-0.3, 0.4, 0.3], [-0.1, -0.3, 0.2], [0.0, -0.2, 0.1], [-0.1, 0.1, -0.2], [-0.1, 0.2, -0.1], [0.0, -0.1, 0.1], [-0.2, 0.0, 0.0], [0.2, -0.3, -0.1], [0.2, -0.2, -0.1], [-1.6, 0.9, 1.9], [2.4, -3.2, -2.1], [0.0, 0.0, 0.1], [-0.2, -0.1, 0.2], [0.1, 0.1, 0.0], [0.1, 0.1, 0.1], [0.3, -0.2, 0.4], [-0.4, -0.5, -0.2], [0.2, 0.8, -0.4], [-0.4, 0.1, 0.2], [0.3, 0.8, -0.5], [0.0, 0.1, 0.5], [0.1, 0.2, -0.2], [-0.3, -0.6, 0.0], [0.7, 1.4, -0.2], [-0.6, 0.0, 0.7], [0.2, 0.2, 0.0], [-0.3, -0.2, 0.3], [0.0, 0.1, -0.1], [-0.2, 0.2, -0.2], [0.0, 0.0, 0.1], [0.2, 0.0, 0.0], [0.1, -0.2, 0.0], [-0.3, 0.3, -0.3], [0.1, -0.1, 0.1], [-0.3, -0.3, 0.0], [-0.2, 0.2, 0.1], [0.0, 0.0, -0.1]],
  "orbital_gap_ev": [4.63, 6.86],
  "s2": 6.01,
  "multiplicity": 5,
  "charge": 0,
  "lumo_ev": [0.20, 0.14],
  "homo_energy_ev": [-4.4, -6.7],
  "largest_force_ha_per_bohr": 0.090
}

What is the charge in the third record?
0